No. 1
The following is a DFT calculation (ωB97M-V with the def2-TZVPD basis set) of a structure of composition Br3Mn at a distorted geometry.

## Properties
<S²>: 12.01
2S+1: 7
Electronic energy, Eh: -8873.07619
F_max, eV/Å: 1.8
LUMO (alpha / beta), eV: -0.46 / -5.56
Relative energy (zero: lowest compared OMol25 entry of this formula, charge and spin), kcal per mole: 0.0

Geometry as XYZ:
```
4
Properties=species:S:1:pos:R:3:forces:R:3:mulliken_charge:R:1
Mn 0.25922 -0.30978 0.04928 0.1 -0.2 -1.0 0.581
Br -0.84705 1.92180 1.12025 0.2 -0.2 -0.3 0.091
Br 1.53837 0.68094 -2.05262 -0.9 -0.4 1.5 -0.353
Br -0.95054 -2.29295 0.88309 0.6 0.9 -0.3 -0.319
```
Forces are in eV/Å.

=====

No. 2
The following is a DFT calculation (ωB97M-V with the def2-TZVPD basis set) of a structure of composition BrCa2 at a distorted geometry.

## Properties
2S+1: 1
Electronic energy, Eh: -3928.07704
F_max, eV/Å: 2.4
Charge: +3
LUMO, eV: -13.50
Relative energy (zero: lowest compared OMol25 entry of this formula, charge and spin), kcal per mole: 75.0

Geometry as XYZ:
```
3
Properties=species:S:1:pos:R:3:forces:R:3:mulliken_charge:R:1
Ca 1.98684 1.37840 -1.61263 0.1 0.2 1.2 1.741
Ca -2.28505 -1.76553 -0.15119 0.3 0.3 1.1 1.734
Br 0.29820 0.38713 1.76382 -0.4 -0.5 -2.3 -0.474
```
Forces are in eV/Å.